1.
C31H23AlF6N3O5S2Sb as an isolated structure in a non-equilibrium geometry. Source: the Open Molecules 2025 dataset; level of theory: the ωB97M-V functional and the def2-TZVPD basis.

The value obtained for the energy above the lowest of the compared OMol25 structures with the same formula, charge and spin is 0.8736 eV. The charge is +1. The calculation puts the orbital gap (alpha / beta) at 7.45 / 5.57 eV. The spin multiplicity is 2. For the HOMO energy (alpha / beta), the calculation gives -11.704 / -11.704 eV.

Each line ends with the Löwdin spin population.
Element x y z (Å)
Al 0.93776 -0.21095 -1.73518  0.006
O -0.65077 0.92698 -0.66940  0.000
C -1.95901 0.28636 -0.72570  0.000
C -1.64659 -1.19675 -0.64062  0.000
O -2.42207 -2.08570 -0.51495  0.001
O -0.28828 -1.44917 -0.72157  0.006
C -2.80487 0.69307 0.47413  0.000
C -2.21922 0.80827 1.72733  0.000
C -2.97835 1.20954 2.81933  0.000
C -4.32779 1.47759 2.66041  0.000
C -4.92044 1.33127 1.42107  0.000
C -4.16715 0.94097 0.32852  0.000
C -2.63601 0.63256 -2.04973  0.000
C -3.17463 -0.31222 -2.90837  0.000
C -3.81134 0.09981 -4.07248  0.000
C -3.90465 1.44468 -4.38734  0.000
C -3.36768 2.39237 -3.52521  0.000
C -2.74221 1.98602 -2.36013  0.000
H -0.64903 1.57698 0.04693  0.000
H -1.16692 0.58595 1.87669  0.000
H -2.50666 1.30844 3.77993  0.000
H -4.91405 1.79773 3.51152  0.000
H -5.97593 1.53112 1.29408  0.000
H -4.64308 0.83026 -0.63489  0.000
H -3.11199 -1.36935 -2.69065  0.000
H -4.23488 -0.64210 -4.73599  0.000
H -4.39587 1.75776 -5.29875  0.000
H -3.44475 3.44724 -3.75404  0.000
H -2.35384 2.72717 -1.66993  0.000
C 5.04632 -1.78758 -1.67205  0.000
C 5.77067 -0.65944 -1.33786  0.000
C 5.09945 0.54776 -1.21484  0.001
C 3.73208 0.58170 -1.40565  0.002
N 3.01522 -0.52964 -1.68366  0.003
C 3.67517 -1.68466 -1.82853  0.004
C 2.96043 1.83828 -1.45282  0.006
C 3.50104 3.10272 -1.28983  0.002
C 2.71035 4.20762 -1.56402  0.000
C 1.42087 4.01452 -2.03812  0.001
C 0.93342 2.72506 -2.12323  0.000
N 1.67584 1.66590 -1.78985  0.003
H 5.52548 -2.74539 -1.81063  0.000
H 6.84084 -0.71195 -1.19150  0.000
H 5.64471 1.44879 -0.97927  0.000
H 3.10472 -2.55961 -2.08090  0.000
H 4.52100 3.22635 -0.95950  0.000
H 3.10420 5.20599 -1.43158  0.000
H 0.80022 4.84932 -2.32853  0.000
H -0.06507 2.50713 -2.47663  0.000
O 1.63144 0.98607 5.67277  0.001
S 0.56977 0.51787 4.84645  0.006
O -0.75269 1.00075 5.04615  0.010
N 1.00586 0.77296 3.22595  0.057
C 1.31514 -0.34652 2.68605  0.072
S 2.01427 -0.21575 1.10440  0.772
C 1.09903 -1.58244 3.45787  0.010
C 1.25564 -2.90827 3.08896  0.004
C 0.88634 -3.88544 4.00573  0.000
C 0.39646 -3.54769 5.26046  -0.001
C 0.25516 -2.21229 5.63886  0.001
C 0.60980 -1.26170 4.71427  0.003
H 1.65489 -3.17628 2.12012  0.003
H 0.97491 -4.92721 3.72908  0.000
H 0.12261 -4.32438 5.96135  0.000
H -0.12050 -1.93638 6.61461  0.000
F 0.03468 0.06681 -3.10932  0.000
Sb 0.18274 -3.32523 -1.24457  0.002
F -1.11878 -3.47490 -2.56606  0.000
F -0.54101 -4.16170 0.25769  0.000
F 1.75579 -2.98571 -0.20240  0.026
F 1.11641 -4.76833 -1.96741  0.001
F 1.11538 -2.07298 -2.52705  0.000

***

2.
A 10-piece molecular cluster, C72H166N10O16 overall in a non-equilibrium geometry. Source: the Open Molecules 2025 dataset; level of theory: the ωB97M-V functional and the def2-TZVPD basis.

The value obtained for the energy above the lowest of the compared OMol25 structures with the same formula, charge and spin is 0.0000 eV. The charge is 0. The calculation puts the orbital gap at 8.47 eV. The spin multiplicity is 1. For the HOMO energy, the calculation gives -7.852 eV.

Each line ends with the Mulliken charge.
Element x y z (Å)
C 17.62450 14.49551 16.06416  -1.895
C 18.17499 15.77976 15.47221  2.704
C 18.84919 16.46492 16.72578  -1.868
C 19.09753 15.45537 14.28423  -1.955
C 19.61643 16.59375 13.45779  -0.782
C 18.33602 17.22505 12.94702  -1.723
C 17.31234 17.62579 13.93004  1.964
C 17.74858 18.88486 14.73440  -1.208
C 16.06243 18.05272 13.08634  -2.074
N 17.07785 16.53090 14.85402  -0.052
O 16.14461 16.84913 15.85564  1.847
H 16.99439 13.96286 15.35992  0.230
H 18.53493 14.02308 16.41399  0.866
H 16.99376 14.77437 16.90219  -0.497
H 19.59348 17.19249 16.38408  0.444
H 18.14944 16.92272 17.40271  -0.341
H 19.40560 15.65482 17.11894  1.012
H 19.89440 14.79775 14.65286  0.366
H 18.46282 14.77222 13.72782  0.497
H 20.12889 17.27181 14.14456  0.312
H 20.24641 16.33514 12.65142  0.524
H 17.93166 16.59685 12.16272  0.462
H 18.61342 18.03993 12.26768  0.435
H 18.65374 18.66937 15.30707  0.214
H 16.99930 18.99960 15.52091  -0.201
H 17.90698 19.69926 14.04760  0.529
H 16.34162 18.86330 12.41986  0.502
H 15.27934 18.39758 13.70359  -0.076
H 15.72722 17.23449 12.48975  0.445
H 15.40820 16.22430 15.75212  -0.357
C 19.71876 19.23334 28.59832  -2.027
C 18.44402 19.22507 27.72811  1.614
C 18.04999 17.73864 27.60547  -0.856
C 17.33803 20.07919 28.36527  -1.502
C 16.21280 20.44552 27.37259  0.648
C 16.78683 21.15737 26.21884  -1.607
C 17.82403 20.32559 25.47165  1.699
C 17.28781 19.14236 24.76307  0.529
C 18.50822 21.26942 24.41482  -1.969
N 18.82115 20.04373 26.49286  -0.069
O 19.92237 19.33088 25.92529  -0.252
H 20.04185 20.23436 28.79705  0.478
H 19.57578 18.68188 29.54787  0.404
H 20.54451 18.77164 28.05177  0.365
H 18.87037 17.15957 27.17016  0.052
H 17.90145 17.46352 28.67281  0.614
H 17.06630 17.53839 27.11036  -0.198
H 16.90928 19.54957 29.21608  0.463
H 17.79394 20.99154 28.76982  0.309
H 15.80825 19.46904 26.97103  -0.519
H 15.40136 20.87040 27.93513  0.481
H 17.27305 22.04256 26.56982  0.504
H 15.98741 21.43257 25.49627  0.385
H 16.82146 19.48283 23.87343  0.119
H 16.62170 18.54696 25.36132  -0.546
H 18.17347 18.51026 24.57031  -0.267
H 19.28846 20.72872 23.80658  0.238
H 18.88964 22.11708 25.01400  0.561
H 17.69485 21.67996 23.79270  0.294
H 20.62030 20.00102 25.90956  0.327
C 11.58275 18.19574 24.14286  -1.352
C 12.86589 17.37975 24.48904  2.412
C 14.10996 18.15873 23.98735  -0.823
C 12.99000 17.21497 26.00210  -1.041
C 12.04829 16.20163 26.64727  -1.063
C 12.24294 14.89053 25.94471  -1.026
C 12.03364 15.04829 24.39875  1.699
C 12.40273 13.71081 23.74282  -1.925
C 10.57681 15.31780 24.12099  -1.833
N 12.93050 16.04825 23.88505  1.007
O 12.62037 16.22908 22.49751  0.888
H 10.80253 17.75467 24.77254  0.655
H 11.71080 19.25096 24.48232  0.380
H 11.26563 18.06683 23.14217  0.010
H 15.04580 17.70575 24.21682  -0.728
H 13.99933 18.37360 22.95036  -0.754
H 14.28524 19.05847 24.65130  0.445
H 14.04404 16.90251 26.24858  -0.289
H 12.87038 18.16616 26.47377  0.606
H 12.15626 16.18948 27.71614  0.523
H 11.02601 16.54726 26.47868  0.433
H 11.55659 14.11590 26.25060  0.501
H 13.28680 14.49888 26.10954  0.033
H 11.68369 12.92540 24.04167  0.571
H 13.39875 13.38083 24.07842  0.161
H 12.31579 13.76659 22.68049  -0.030
H 10.44196 15.45185 23.04997  0.110
H 10.29167 16.19014 24.66776  0.454
H 9.88615 14.51770 24.49173  0.467
H 13.48293 16.04556 22.11390  -0.688
C 22.49903 14.41676 24.29698  -1.743
C 21.46426 15.31316 23.55047  1.810
C 20.85681 16.16735 24.70744  -2.430
C 22.17603 16.22827 22.50608  -1.178
C 22.65502 15.37785 21.31634  -0.827
C 21.34082 14.82680 20.79952  -1.116
C 20.59305 13.86429 21.68071  1.635
C 19.34507 13.59390 20.91748  -1.235
C 21.26456 12.45424 21.96297  -1.715
N 20.30066 14.61040 22.89585  1.184
O 19.88735 13.71524 23.95417  -0.450
H 23.02972 15.04411 25.03748  0.477
H 23.30004 13.95688 23.63359  0.317
H 22.01995 13.62220 24.90350  0.274
H 20.46327 15.65623 25.54068  0.735
H 20.05150 16.81915 24.31575  -0.003
H 21.61845 16.89924 25.06257  0.552
H 21.50905 16.98289 22.04257  0.159
H 22.98675 16.77517 22.99797  0.526
H 23.28388 14.53418 21.61305  0.337
H 23.24195 16.02202 20.60674  0.444
H 21.42705 14.37226 19.81497  0.497
H 20.59086 15.66996 20.74726  0.131
H 18.52369 13.23289 21.57455  0.005
H 19.04483 14.50423 20.42833  -0.080
H 19.44904 12.87500 20.11256  0.450
H 22.22462 12.64877 22.48560  0.382
H 20.63588 11.67634 22.42455  0.203
H 21.56708 12.13458 20.92759  0.479
H 18.95945 13.76704 23.98953  0.088
C 9.04398 15.93994 20.08297  -0.963
O 10.32237 15.54910 19.60404  -0.044
C 10.46781 14.12066 19.49511  -1.217
C 11.83588 13.80198 18.93265  0.027
N 11.92247 14.36818 17.58677  -0.245
C 13.06525 13.93228 16.88409  -0.320
C 13.12763 14.64164 15.51876  -0.840
O 13.47973 15.98280 15.86498  0.133
C 13.13970 16.86972 14.74440  -0.505
H 8.33316 15.47226 19.40529  0.371
H 8.95762 16.99084 20.07394  0.240
H 8.88525 15.53985 21.10428  0.315
H 9.62234 13.70143 18.94987  0.604
H 10.28724 13.71982 20.49944  0.444
H 11.92343 12.71578 18.83425  0.527
H 12.55090 14.17677 19.66559  -0.422
H 11.82544 15.35950 17.65673  0.366
H 13.10862 12.83431 16.63423  0.322
H 13.96700 14.11084 17.39716  -0.120
H 12.20686 14.59887 14.91621  0.461
H 13.90396 14.21419 14.83673  0.429
H 12.03735 16.87159 14.67113  0.323
H 13.62686 16.35811 13.92437  0.433
H 13.45845 17.89901 14.89301  -0.374
C 16.92258 15.48433 23.79224  -0.222
O 17.20655 14.13195 24.19615  0.456
C 16.88182 13.89700 25.57410  -0.020
C 16.99920 12.36871 25.91306  -1.132
N 15.93429 11.55379 25.44149  -0.268
C 15.87817 11.18650 24.05161  1.160
C 14.93158 9.98890 23.94475  -0.964
O 14.39692 9.64898 22.66381  -0.411
C 13.38766 10.59269 22.31948  -0.406
H 15.88023 15.78536 23.94908  0.039
H 17.19552 15.58586 22.76831  -0.513
H 17.56586 16.22450 24.29465  0.182
H 15.86114 14.31938 25.79741  -0.082
H 17.65376 14.43675 26.10064  0.161
H 16.97355 12.31710 27.03022  0.458
H 17.99368 12.07913 25.51618  0.269
H 15.85411 10.73756 26.02438  0.319
H 16.81999 10.88519 23.57092  0.269
H 15.46788 11.97544 23.40909  -0.874
H 14.07318 10.18878 24.65363  0.368
H 15.46582 9.09032 24.33467  0.367
H 13.12690 10.37749 21.29639  0.293
H 13.73030 11.61407 22.50977  0.029
H 12.52972 10.39357 22.95499  0.358
C 13.93064 19.68683 16.92037  -0.333
O 14.07590 20.05083 15.51354  -0.450
C 14.76439 21.25557 15.39050  -0.333
C 15.06828 21.63605 13.91701  -0.670
N 15.45391 22.98135 13.76427  -0.228
C 14.38909 24.01133 13.70878  -0.525
C 14.92662 25.32347 13.23975  -0.658
O 15.44974 25.05637 11.93406  -0.320
C 16.38386 26.03704 11.53842  -0.744
H 12.99523 19.19534 17.11648  0.188
H 13.89748 20.59822 17.57528  -0.043
H 14.77547 19.06728 17.31523  0.157
H 15.70390 21.25212 15.90549  0.333
H 14.19887 22.04406 15.88424  0.412
H 14.11474 21.37952 13.42117  0.271
H 15.79650 21.00874 13.57296  0.112
H 16.03614 23.13427 12.94203  0.275
H 13.94900 24.10792 14.70622  0.302
H 13.59710 23.71272 13.01085  0.267
H 15.72627 25.73868 13.86192  0.381
H 14.16728 26.10718 13.26762  0.403
H 16.68616 25.71933 10.53818  0.225
H 17.17785 26.04439 12.32552  0.332
H 15.85766 26.95864 11.42432  0.305
C 17.14515 11.64093 18.66430  -0.535
O 17.46317 11.20988 17.36104  -0.496
C 16.33670 11.26154 16.51303  0.709
C 16.71774 11.16019 15.07962  -1.338
N 15.68252 11.34682 14.11918  0.251
C 14.97216 10.16202 13.69017  -0.835
C 13.95194 10.45237 12.66786  -0.434
O 14.56345 10.70974 11.41101  -0.341
C 13.61322 11.20100 10.45069  -0.713
H 17.94497 11.41019 19.35959  0.363
H 16.23224 11.11141 19.02596  0.345
H 16.90548 12.72961 18.73081  0.134
H 15.84358 12.22981 16.71468  -0.401
H 15.62524 10.50976 16.88445  0.529
H 17.28264 10.25465 14.86835  0.381
H 17.42480 11.97435 14.82632  0.147
H 16.02939 11.91786 13.35654  0.237
H 14.65170 9.70757 14.59092  0.429
H 15.73755 9.44142 13.25872  0.329
H 13.31661 11.26075 13.03561  0.296
H 13.39906 9.50668 12.58212  0.355
H 13.41974 12.28734 10.59580  0.255
H 12.70058 10.59518 10.40629  0.311
H 14.04136 11.08636 9.44306  0.254
C 11.91894 18.46943 20.11632  0.710
O 12.28771 19.81081 19.73987  -0.279
C 12.34171 20.60792 20.89418  0.184
C 13.03122 21.94428 20.67262  -1.010
N 14.44819 21.64212 20.46234  0.468
C 15.15678 22.49118 19.53817  0.170
C 15.56320 23.77417 20.17975  -0.681
O 16.42659 24.51793 19.27642  -0.330
C 16.73326 25.82063 19.82006  -0.746
H 10.94164 18.54084 20.52842  0.578
H 12.68003 18.12652 20.83610  -0.929
H 11.87696 17.93027 19.14752  -0.224
H 12.87536 20.08374 21.70778  -0.043
H 11.31714 20.86188 21.27893  0.409
H 12.96290 22.50118 21.60351  0.472
H 12.52853 22.50518 19.85434  0.264
H 14.56381 20.71534 20.06880  -0.435
H 14.60269 22.62010 18.60427  0.075
H 16.10655 22.01743 19.29181  -0.003
H 16.14509 23.48594 21.03754  0.292
H 14.73817 24.39544 20.55162  0.429
H 16.03643 26.58367 19.43673  0.248
H 17.75012 25.95592 19.48467  0.272
H 16.79592 25.83822 20.95384  0.302
C 19.49764 18.87203 19.11487  -0.829
O 18.38118 18.43787 19.87926  0.186
C 17.56487 19.43963 20.42702  -1.262
C 16.35692 18.78421 21.07912  0.095
N 15.32039 18.53466 20.07924  1.658
C 15.38004 17.34694 19.22087  -0.467
C 15.80206 16.01933 19.91382  -0.150
O 14.95137 15.72175 21.01860  1.934
C 15.15183 14.34230 21.38479  0.438
H 19.95065 19.72807 19.59450  0.404
H 19.25422 19.13991 18.04172  0.076
H 20.18709 18.03498 19.01258  0.200
H 17.18639 20.14003 19.62905  0.379
H 18.12746 20.04277 21.15180  0.388
H 16.01610 19.53125 21.75342  0.854
H 16.57545 17.87042 21.71872  -0.458
H 14.40865 18.50780 20.53763  -1.631
H 16.19767 17.43640 18.48243  -0.726
H 14.45688 17.27081 18.63373  0.946
H 16.86405 15.96354 20.26969  -0.323
H 15.71382 15.25646 19.14968  -0.302
H 16.24776 14.21137 21.67986  -1.087
H 14.93889 13.63955 20.57432  0.391
H 14.65273 14.06480 22.31488  -0.889

***

3.
A 2-piece molecular cluster, C4H12NO overall in a non-equilibrium geometry. Source: the Open Molecules 2025 dataset; level of theory: the ωB97M-V functional and the def2-TZVPD basis.

The value obtained for the energy above the lowest of the compared OMol25 structures with the same formula, charge and spin is 1.4360 eV. The charge is +1. The calculation puts the orbital gap at 10.85 eV. The spin multiplicity is 1. For the HOMO energy, the calculation gives -15.492 eV.

Each line ends with the natural charge from an NBO analysis.
Element x y z (Å)
C -0.12068 -2.57160 -0.07193  -0.619
C -1.28413 -1.56558 -0.09991  -0.427
C -0.94749 -0.29179 -0.84664  -0.207
C 1.05118 1.07491 -0.27929  0.154
N -0.05942 0.56208 0.03444  -0.388
H -0.24739 -3.24305 0.76711  0.240
H -0.11676 -3.24288 -0.93830  0.232
H 0.85161 -2.06861 -0.10258  0.193
H -2.06893 -2.05231 -0.69128  0.252
H -1.58306 -1.33298 0.92146  0.216
H -0.25991 -0.51362 -1.64167  0.215
H -1.74671 0.33855 -1.19996  0.245
H 1.47794 1.06365 -1.28041  0.223
H 1.74406 1.41063 0.46315  0.230
H -0.27822 0.64183 1.03236  0.435
H 1.49610 3.48011 1.88972  0.478
H 1.11833 4.62829 0.95332  0.496
O 0.97347 3.68238 1.09042  -0.967